No. 1
{
  "formula": "C4H4N2O",
  "method": "ωB97M-V/def2-TZVPD",
  "relative_energy_kj_mol": 768.8,
  "spin_multiplicity": 1,
  "total_charge": 0,
  "species": ["N", "C", "C", "C", "C", "N", "O", "H", "H", "H", "H"],
  "xyz": [[1.269, -0.409, -0.818], [0.775, -0.035, 0.398], [0.065, -1.099, 1.056], [-0.731, -0.592, 0.036], [-1.292, 0.771, -0.030], [-0.595, 1.771, 0.358], [0.654, 1.312, 0.745], [1.774, 0.342, -1.300], [0.409, -2.128, 1.061], [-0.031, -0.886, -1.115], [-2.298, 0.953, -0.391]],
  "mulliken_charge": [-0.527, 0.409, -0.272, -0.100, -0.170, -0.288, -0.248, 0.261, 0.200, 0.331, 0.404]
}

***

No. 2
{
  "formula": "C4H4N2O",
  "method": "ωB97M-V/def2-TZVPD",
  "relative_energy_kj_mol": 50.4,
  "spin_multiplicity": 1,
  "total_charge": 0,
  "species": ["C", "C", "C", "C", "H", "H", "H", "H", "N", "N", "O"],
  "xyz": [[-1.052, -0.237, 0.082], [-0.280, -0.874, -0.960], [1.589, 0.204, -0.224], [0.870, 0.873, 0.715], [-2.539, 0.195, 0.898], [-0.739, -1.696, -1.635], [2.622, 0.496, -0.382], [1.359, 1.498, 1.489], [1.012, -0.638, -1.046], [-0.457, 0.661, 0.843], [-2.385, -0.482, 0.220]],
  "mulliken_charge": [0.677, -0.175, -0.154, -0.128, 0.381, 0.298, 0.358, 0.349, -0.536, -0.573, -0.495]
}

***

No. 3
{
  "formula": "C4H4N2O",
  "method": "ωB97M-V/def2-TZVPD",
  "relative_energy_kj_mol": 373.5,
  "spin_multiplicity": 1,
  "total_charge": 0,
  "species": ["O", "C", "C", "C", "N", "C", "N", "H", "H", "H", "H"],
  "xyz": [[2.512, -1.439, -0.195], [1.371, -1.069, -0.096], [1.151, 0.455, 0.185], [-0.143, 0.546, 0.254], [-1.222, -0.053, 0.188], [-0.946, -1.396, -0.082], [0.237, -1.879, -0.216], [2.001, 1.113, 0.262], [-1.501, 3.005, -0.405], [-1.639, 2.747, 0.278], [-1.823, -2.030, -0.174]],
  "mulliken_charge": [-0.520, 0.634, -0.751, 0.772, -0.404, -0.122, -0.415, 0.390, 0.082, -0.051, 0.385]
}

***

No. 4
{
  "formula": "C4H4N2O",
  "method": "ωB97M-V/def2-TZVPD",
  "relative_energy_kj_mol": 267.0,
  "spin_multiplicity": 1,
  "total_charge": 0,
  "species": ["N", "C", "C", "N", "C", "C", "O", "H", "H", "H", "H"],
  "xyz": [[-0.661, -0.565, 2.495], [-0.207, -0.263, 1.365], [2.522, 0.800, -0.011], [1.648, 0.624, -0.779], [0.527, 0.373, -1.541], [-0.632, -0.061, -1.036], [-1.003, -0.351, 0.233], [-1.636, -0.860, 2.421], [0.814, 0.078, 1.241], [0.620, 0.550, -2.606], [-1.465, -0.229, -1.710]],
  "mulliken_charge": [-0.601, 0.274, -0.201, -0.068, 0.005, -0.252, -0.356, 0.278, 0.223, 0.357, 0.342]
}

***

No. 5
{
  "formula": "C4H4N2O2",
  "method": "ωB97M-V/def2-TZVPD",
  "relative_energy_kj_mol": 354.4,
  "spin_multiplicity": 1,
  "total_charge": 0,
  "species": ["C", "C", "C", "C", "H", "H", "H", "H", "N", "N", "O", "O"],
  "xyz": [[1.317, -0.264, 1.512], [0.191, 0.030, 0.335], [-1.188, 0.677, -1.168], [-0.536, -1.167, -0.217], [1.873, -1.163, 1.529], [0.566, -0.605, 2.238], [2.022, 0.608, 1.653], [-0.915, 2.333, -2.408], [-0.222, 1.112, -0.186], [-1.529, 1.369, -2.318], [-1.417, -0.563, -0.909], [-0.163, -2.367, -0.061]],
  "mulliken_charge": [-0.980, 0.525, 0.588, 0.675, 0.359, 0.285, 0.285, 0.296, -0.591, -0.602, -0.280, -0.561]
}

***

No. 6
{
  "formula": "C4H4N2O2",
  "method": "ωB97M-V/def2-TZVPD",
  "relative_energy_kj_mol": 466.4,
  "spin_multiplicity": 1,
  "total_charge": 0,
  "species": ["C", "C", "C", "C", "H", "H", "H", "H", "N", "N", "O", "O"],
  "xyz": [[-1.043, 1.326, -0.403], [-0.191, 0.294, -0.365], [1.346, -1.123, 0.437], [1.114, -1.281, -0.953], [-0.864, 0.183, 1.768], [-1.098, 2.011, -1.288], [1.964, -1.703, 1.042], [1.716, -1.708, -1.838], [-1.774, 1.656, 0.644], [0.254, -0.228, 0.818], [-1.636, 0.898, 1.692], [0.214, -0.326, -1.555]],
  "mulliken_charge": [-0.269, 0.585, -0.405, -0.115, 0.530, 0.330, 0.436, 0.299, -0.248, -0.458, -0.390, -0.294]
}

***

No. 7
{
  "formula": "C4H4N2O2",
  "method": "ωB97M-V/def2-TZVPD",
  "relative_energy_kj_mol": 630.3,
  "spin_multiplicity": 1,
  "total_charge": 0,
  "species": ["C", "C", "C", "C", "H", "H", "H", "H", "N", "N", "O", "O"],
  "xyz": [[-1.530, -0.085, -0.098], [0.425, 0.923, -0.149], [1.816, 0.292, 0.225], [-0.232, -0.375, -0.237], [-2.535, -1.554, 0.332], [2.077, 0.330, 1.447], [2.686, 0.288, -0.480], [1.077, -1.274, -1.082], [-0.364, 1.902, -0.105], [0.929, -1.137, 0.000], [-2.710, -0.564, 0.113], [-1.641, 1.254, 0.035]],
  "mulliken_charge": [0.150, 0.286, -0.256, 0.389, 0.355, 0.227, 0.274, 0.316, -0.503, -0.564, -0.526, -0.150]
}

***

No. 8
{
  "formula": "C4H4N2O2",
  "method": "ωB97M-V/def2-TZVPD",
  "relative_energy_kj_mol": 816.0,
  "spin_multiplicity": 1,
  "total_charge": 0,
  "species": ["C", "C", "C", "C", "H", "H", "H", "H", "N", "N", "O", "O"],
  "xyz": [[0.680, 0.468, -0.693], [0.765, -0.970, -0.233], [-0.290, -1.440, 0.447], [-1.365, -0.714, 0.978], [0.263, 2.613, -0.230], [1.884, -1.434, -0.388], [-0.247, -2.522, 0.584], [-1.985, -1.272, 1.724], [1.458, 1.208, -1.460], [-1.499, 0.533, 0.608], [0.812, 2.443, -1.447], [-0.477, 1.086, 0.109]],
  "mulliken_charge": [0.678, -0.351, -0.110, -0.069, 0.419, 0.247, 0.320, 0.318, -0.403, -0.388, -0.413, -0.248]
}

***

No. 9
{
  "formula": "C4H4N2O2",
  "method": "ωB97M-V/def2-TZVPD",
  "relative_energy_kj_mol": 572.9,
  "spin_multiplicity": 1,
  "total_charge": 0,
  "species": ["C", "C", "C", "C", "H", "H", "H", "H", "N", "N", "O", "O"],
  "xyz": [[1.170, 0.957, -0.049], [-0.284, -0.937, -0.144], [-1.563, 0.745, 0.009], [-0.280, 0.512, -0.227], [1.730, 1.277, -0.890], [1.421, 1.314, 0.947], [1.091, -1.958, 0.649], [-2.043, 1.702, -0.098], [0.872, -1.512, -0.195], [-1.552, -1.369, -0.045], [1.774, -0.447, 0.039], [-2.336, -0.284, 0.004]],
  "mulliken_charge": [-0.224, 0.477, -0.503, 0.339, 0.219, 0.201, 0.324, 0.406, -0.258, -0.548, -0.349, -0.083]
}

***

No. 10
{
  "formula": "C4H4N2O2",
  "method": "ωB97M-V/def2-TZVPD",
  "relative_energy_kj_mol": 726.4,
  "spin_multiplicity": 1,
  "total_charge": 0,
  "species": ["C", "C", "C", "C", "H", "H", "H", "H", "N", "N", "O", "O"],
  "xyz": [[3.082, -0.656, 0.917], [0.560, -0.266, -0.433], [-0.875, -0.072, -0.611], [-1.876, 0.884, 0.152], [2.572, -0.905, 2.107], [4.286, -0.764, 0.385], [1.049, -0.948, -1.012], [-1.212, 1.882, 0.454], [2.407, 0.118, 0.327], [1.075, 0.619, 0.331], [-1.539, -0.827, -1.254], [-3.013, 0.357, 0.419]],
  "mulliken_charge": [-0.321, -0.190, 0.498, 0.119, 0.244, 0.234, 0.448, 0.237, -0.154, -0.233, -0.456, -0.424]
}

***

No. 11
{
  "formula": "C4H4N2O2",
  "method": "ωB97M-V/def2-TZVPD",
  "relative_energy_kj_mol": 801.6,
  "spin_multiplicity": 1,
  "total_charge": 0,
  "species": ["C", "C", "C", "C", "H", "H", "H", "H", "N", "N", "O", "O"],
  "xyz": [[-0.132, -0.259, -2.304], [0.002, -0.403, 1.059], [-0.676, 1.060, 1.533], [1.454, -0.363, 1.042], [-0.260, 0.302, -3.379], [-0.603, -1.190, -2.242], [-0.135, -1.196, 1.749], [-0.397, 1.728, 2.398], [0.135, 0.428, -1.192], [2.687, -0.849, 0.595], [-0.408, -0.558, -0.152], [-1.665, 1.300, 0.894]],
  "mulliken_charge": [-0.224, 0.259, 0.015, 0.009, 0.234, 0.327, 0.330, 0.365, -0.310, -0.389, -0.199, -0.416]
}

***

No. 12
{
  "formula": "C4H4N2O2",
  "method": "ωB97M-V/def2-TZVPD",
  "relative_energy_kj_mol": 479.2,
  "spin_multiplicity": 1,
  "total_charge": 0,
  "species": ["C", "C", "C", "C", "H", "H", "H", "H", "N", "N", "O", "O"],
  "xyz": [[-0.782, -0.518, 0.036], [-0.182, 0.862, 0.176], [1.102, 0.892, -0.291], [1.910, -0.411, -0.191], [-2.466, 0.501, 0.074], [-2.789, -1.098, 0.492], [-0.639, 1.810, 0.080], [1.554, 1.910, -0.126], [-2.085, -0.490, -0.265], [-0.002, -1.597, 0.083], [3.084, -0.328, 0.119], [1.295, -1.532, -0.187]],
  "mulliken_charge": [0.502, -0.296, -0.391, 0.590, 0.307, 0.354, 0.302, 0.305, -0.562, -0.452, -0.551, -0.108]
}

***

no.,E_tot (a.u.),maximum force (eV/Å),HOMO (eV)
1,-339.2888,0.5,-9.24
2,-339.5625,2.5,-9.53
3,-339.4394,0.6,-9.62
4,-339.4800,1.2,-9.74
5,-414.7112,8.4,-10.69
6,-414.6685,7.3,-8.94
7,-414.6061,5.2,-8.72
8,-414.5354,7.0,-8.81
9,-414.6280,7.7,-8.97
10,-414.5695,7.7,-9.53
11,-414.5409,15.9,-9.85
12,-414.6637,8.2,-9.27